{
  "formula": "C3H8N2O2",
  "method": "the ωB97M-V functional and the def2-TZVPD basis",
  "lumo_energy_ha": -0.0061,
  "spin_multiplicity": 1,
  "total_charge": 0,
  "relative_energy_ev": 4.087,
  "largest_force_ev_per_a": 5.9,
  "gap_ev": 8.8,
  "total_energy_ha": -378.99082,
  "species": ["O", "O", "N", "N", "C", "C", "C", "H", "H", "H", "H", "H", "H", "H", "H"],
  "coordinates": [[1.530931, 0.322764, -0.756770], [1.061064, -0.834593, 1.143899], [-0.990925, -0.403570, -0.282521], [-1.164970, -0.367044, -1.649295], [0.770410, 0.184227, 0.400911], [-1.050116, -1.587951, 0.287236], [0.569858, 1.537978, 1.037468], [-1.797992, 0.396281, -1.883988], [1.984222, -0.535225, -0.835517], [-0.984755, -2.490945, -0.331590], [-0.247563, 1.478330, 1.757915], [-1.234359, -1.679072, 1.356172], [1.484005, 1.839043, 1.549549], [-0.260641, -0.144649, -2.069668], [0.330829, 2.284426, 0.276198]],
  "atomic_forces_ev_per_a": [[-1.26, -0.47, 0.02], [-0.68, 2.63, -1.92], [-0.80, -2.29, 2.35], [0.32, -0.51, -1.92], [4.30, -1.61, 3.64], [-1.03, 1.80, -1.91], [-1.13, 0.09, -0.46], [0.19, -0.13, 0.28], [-0.09, 0.15, 0.06], [-0.63, 0.20, 0.08], [0.14, 0.04, -0.06], [0.90, 0.21, -0.18], [0.04, -0.26, -0.12], [-0.25, 0.14, 0.01], [-0.02, 0.00, 0.13]]
}

---

{
  "formula": "C3H8N2O2",
  "method": "the ωB97M-V functional and the def2-TZVPD basis",
  "lumo_energy_ha": 0.0263,
  "spin_multiplicity": 1,
  "total_charge": 0,
  "relative_energy_ev": 2.740,
  "largest_force_ev_per_a": 3.9,
  "gap_ev": 8.1,
  "total_energy_ha": -379.04033,
  "species": ["O", "O", "N", "N", "C", "C", "C", "H", "H", "H", "H", "H", "H", "H", "H"],
  "coordinates": [[1.558331, -0.285873, -1.661778], [2.647226, -1.269238, 0.095009], [0.105770, -0.482676, 1.979997], [-1.001468, 0.879741, -1.280057], [1.785903, -0.625918, -0.412049], [-1.125335, 0.031563, -0.093990], [0.044576, 0.298014, 0.802829], [-0.034222, -1.467219, 1.772846], [-2.069078, 0.188939, 0.462316], [-1.047393, 1.854081, -0.992848], [1.002883, -0.383841, 2.439815], [-1.785152, 0.719191, -1.906099], [0.327925, 1.329049, 0.951071], [-1.119217, -1.013733, -0.422963], [0.709250, 0.227919, -1.734097]],
  "atomic_forces_ev_per_a": [[0.61, -0.43, -0.75], [-0.37, 0.20, -0.62], [-0.34, 0.27, -0.03], [-0.10, 0.09, -0.17], [-2.77, 2.06, 1.92], [-0.22, -0.01, 0.26], [2.69, -2.53, -0.90], [0.05, 0.17, 0.10], [0.18, 0.03, -0.12], [0.03, -0.07, -0.15], [-0.10, -0.02, -0.01], [0.15, 0.06, 0.01], [-0.02, 0.21, -0.03], [0.00, 0.11, 0.12], [0.21, -0.14, 0.37]]
}

---

{
  "formula": "C3H8N2O2",
  "method": "the ωB97M-V functional and the def2-TZVPD basis",
  "lumo_energy_ha": 0.0294,
  "spin_multiplicity": 1,
  "total_charge": 0,
  "relative_energy_ev": 1.373,
  "largest_force_ev_per_a": 1.4,
  "gap_ev": 10.1,
  "smiles": "c1c[nH]cn1.O.O",
  "total_energy_ha": -379.09055,
  "species": ["O", "O", "N", "N", "C", "C", "C", "H", "H", "H", "H", "H", "H", "H", "H"],
  "coordinates": [[-1.385918, -1.948385, 1.677672], [-4.780165, 0.939820, -2.532407], [2.830380, 0.153885, 0.176251], [0.775284, -0.115152, 0.914464], [0.736518, 0.678728, -0.221436], [1.999013, 0.798628, -0.700106], [2.023313, -0.346275, 1.165475], [-2.091398, -1.352627, 1.953072], [-0.636705, -1.379162, 1.427638], [2.401615, 1.477636, -1.435917], [2.396167, -0.983725, 1.955378], [3.787922, 0.396916, 0.363646], [-0.110090, 1.320268, -0.398257], [-5.220632, 1.796792, -2.449463], [-5.133518, 0.572411, -3.348942]],
  "atomic_forces_ev_per_a": [[-0.09, -0.13, 0.05], [-0.18, 0.28, -0.05], [-0.16, -0.25, 0.89], [-0.65, 0.38, 0.27], [0.40, -0.05, 0.74], [0.27, 1.40, -0.15], [0.37, -0.68, -0.55], [0.21, -0.03, -0.08], [-0.18, 0.18, 0.08], [-0.08, -0.25, -0.14], [0.01, 0.17, 0.00], [0.16, -0.22, -0.48], [-0.27, -0.54, -0.64], [0.14, -0.22, 0.02], [0.04, -0.05, 0.03]]
}

---

{
  "formula": "C3H8N2O2",
  "method": "the ωB97M-V functional and the def2-TZVPD basis",
  "lumo_energy_ha": 0.0319,
  "spin_multiplicity": 1,
  "total_charge": 0,
  "relative_energy_ev": 1.038,
  "largest_force_ev_per_a": 0.3,
  "gap_ev": 10.3,
  "smiles": "N[C@@]1(O)NCCO1",
  "total_energy_ha": -379.10286,
  "species": ["O", "O", "N", "N", "C", "C", "C", "H", "H", "H", "H", "H", "H", "H", "H"],
  "coordinates": [[0.670263, 0.697998, 0.666200], [1.669960, -1.302157, 0.290055], [-0.390183, -0.743237, -0.781240], [-0.222632, -1.387981, 1.491516], [0.427006, -0.696846, 0.417319], [-0.465536, 0.598415, -1.338769], [-0.201956, 1.485013, -0.123112], [-1.293401, -1.143818, -0.562598], [2.176612, -0.759823, -0.327442], [-0.901974, -0.773898, 1.928697], [0.300727, 2.428080, -0.356264], [0.318666, 0.738644, -2.094101], [-1.430755, 0.781026, -1.818489], [-1.133496, 1.706645, 0.421520], [0.476701, -1.628062, 2.186709]],
  "atomic_forces_ev_per_a": [[0.07, -0.02, 0.04], [0.14, 0.08, -0.15], [-0.07, -0.04, 0.09], [0.05, 0.13, 0.15], [-0.18, -0.04, 0.02], [0.02, 0.16, -0.12], [-0.16, 0.15, -0.13], [0.11, 0.03, -0.03], [0.01, -0.14, 0.07], [0.04, -0.08, -0.05], [-0.08, -0.14, 0.03], [-0.11, 0.00, 0.10], [0.14, -0.03, 0.09], [0.12, -0.06, -0.05], [-0.10, -0.01, -0.05]]
}

---

{
  "formula": "C3H8N2O2",
  "method": "the ωB97M-V functional and the def2-TZVPD basis",
  "lumo_energy_ha": 0.0306,
  "spin_multiplicity": 1,
  "total_charge": 0,
  "relative_energy_ev": 6.505,
  "largest_force_ev_per_a": 7.4,
  "gap_ev": 9.4,
  "smiles": "COCO/C=N\\N",
  "total_energy_ha": -378.90196,
  "species": ["O", "O", "N", "N", "C", "C", "C", "H", "H", "H", "H", "H", "H", "H", "H"],
  "coordinates": [[-0.365350, -0.425936, -0.697325], [2.074454, -0.550627, -0.155288], [-2.432141, -0.422973, 0.427442], [-1.999638, 0.864755, 0.181036], [-0.880937, 0.732922, -0.335699], [2.423478, 0.748851, 0.253685], [0.788938, -0.767016, 0.184919], [1.850504, 0.955579, 1.123015], [3.489205, 0.883219, 0.540450], [0.505785, -0.823640, 1.222520], [-3.460938, -0.834613, 0.049582], [2.076376, 1.479077, -0.470621], [-1.562535, -1.088197, -0.052972], [-0.475824, 1.803433, -0.660821], [0.938175, -1.943362, 0.192973]],
  "atomic_forces_ev_per_a": [[4.47, -0.78, 0.03], [0.42, 1.88, -0.25], [-1.72, -5.17, -0.98], [-2.62, -1.59, 0.09], [1.84, 6.69, -1.67], [0.95, 1.23, 0.09], [-0.57, -7.34, -0.60], [-0.37, 0.40, 1.16], [-0.61, -0.42, -0.70], [-0.19, 2.10, 0.71], [3.61, 2.50, 1.23], [0.46, 0.21, -0.38], [-4.17, 1.49, 1.77], [0.15, -2.73, 0.54], [-1.64, 1.53, -1.03]]
}

---

{
  "formula": "C3H8N2O2",
  "method": "the ωB97M-V functional and the def2-TZVPD basis",
  "lumo_energy_ha": 0.0309,
  "spin_multiplicity": 1,
  "total_charge": 0,
  "relative_energy_ev": 1.125,
  "largest_force_ev_per_a": 0.4,
  "gap_ev": 10.6,
  "smiles": "N[C@@]1(O)NCCO1",
  "total_energy_ha": -379.09965,
  "species": ["O", "O", "N", "N", "C", "C", "C", "H", "H", "H", "H", "H", "H", "H", "H"],
  "coordinates": [[-0.148865, 1.590852, -1.045971], [0.340541, 0.592272, 0.924521], [-0.133661, -0.745813, -0.914585], [1.863339, 0.503687, -0.976338], [-0.670184, -0.322479, 1.337904], [-1.239974, -0.867941, 0.020223], [0.514700, 0.477530, -0.532725], [-0.212530, -1.114762, 1.945347], [-2.054642, -0.231422, -0.340416], [2.461194, -0.132975, -0.464163], [0.525102, -1.512666, -0.806866], [-1.432343, 0.177435, 1.949009], [-0.446656, 2.037862, -0.242804], [-1.601213, -1.895710, 0.083719], [2.235194, 1.444124, -0.936857]],
  "atomic_forces_ev_per_a": [[-0.10, 0.11, 0.09], [0.23, -0.11, -0.15], [0.07, -0.05, 0.02], [0.06, 0.05, 0.22], [-0.12, -0.22, 0.06], [-0.20, -0.05, 0.06], [0.05, -0.13, 0.12], [-0.05, 0.07, -0.10], [0.06, -0.12, 0.10], [-0.09, 0.09, 0.04], [-0.08, 0.08, -0.09], [0.23, 0.03, -0.13], [-0.05, 0.22, -0.29], [0.05, 0.12, 0.02], [-0.05, -0.10, 0.03]]
}

---

{
  "formula": "C3H8N2O2",
  "method": "the ωB97M-V functional and the def2-TZVPD basis",
  "lumo_energy_ha": 0.0257,
  "spin_multiplicity": 1,
  "total_charge": 0,
  "relative_energy_ev": 3.533,
  "largest_force_ev_per_a": 4.6,
  "gap_ev": 8.0,
  "total_energy_ha": -379.01117,
  "species": ["O", "O", "N", "N", "C", "C", "C", "H", "H", "H", "H", "H", "H", "H", "H"],
  "coordinates": [[-0.202583, 2.148118, 0.850651], [1.169263, 2.697089, -0.930831], [-0.624667, -0.378997, 0.335221], [0.257530, -0.192928, -1.874584], [-0.530172, -1.309607, 1.508956], [0.472892, 2.179531, -0.104183], [0.687226, -0.030005, -0.488582], [-1.233929, -0.574455, -0.374285], [-0.814018, 0.570737, 0.645822], [0.340451, -1.910269, 1.243152], [-1.391096, -1.981022, 1.630491], [1.548332, -0.762242, -0.189465], [-0.038220, 0.711108, -2.095916], [0.940606, -0.384759, -2.590875], [-0.581616, -0.782298, 2.434427]],
  "atomic_forces_ev_per_a": [[-1.81, 0.74, 1.78], [-1.31, -0.12, 0.86], [2.90, 0.62, 2.12], [0.02, -0.72, 0.64], [-0.69, -0.81, -1.53], [3.60, -1.22, -2.61], [0.89, -0.43, 0.50], [-2.33, -1.38, -2.11], [-0.44, 0.29, 0.64], [0.06, 0.03, 1.02], [0.04, 0.13, -0.78], [-1.73, 1.21, -0.44], [-0.66, 1.56, -1.02], [0.48, -0.53, 0.43], [0.99, 0.63, 0.49]]
}

---

{
  "formula": "C3H8N2O2",
  "method": "the ωB97M-V functional and the def2-TZVPD basis",
  "lumo_energy_ha": -0.0157,
  "spin_multiplicity": 1,
  "total_charge": 0,
  "relative_energy_ev": 5.869,
  "largest_force_ev_per_a": 3.1,
  "gap_ev": 7.8,
  "smiles": "C/C=C/O.NN=O",
  "total_energy_ha": -378.92532,
  "species": ["O", "O", "N", "N", "C", "C", "C", "H", "H", "H", "H", "H", "H", "H", "H"],
  "coordinates": [[2.088732, 0.975652, -1.082129], [-0.429681, 1.098998, -2.025260], [1.580680, 1.077211, 0.011652], [1.672672, -0.267343, 0.838417], [-0.625499, -0.433495, -0.179688], [-1.592788, -0.869630, 0.869873], [-0.666221, 0.833095, -0.708762], [0.534355, 1.202500, -2.157622], [2.199432, -0.082768, 1.685274], [-2.616654, -0.727376, 0.515342], [-0.105675, -1.221821, -0.705610], [2.191367, -0.969556, 0.311193], [-1.477908, -0.279976, 1.780562], [-1.293548, 1.591381, -0.249669], [-1.459263, -1.926873, 1.096426]],
  "atomic_forces_ev_per_a": [[-0.81, 0.01, 2.05], [1.41, 0.23, -0.37], [1.58, -2.32, -0.31], [0.62, 1.29, -0.59], [-1.33, 1.98, -1.74], [0.44, 0.12, 0.55], [-1.90, -2.34, 0.47], [-0.42, 0.08, -0.19], [-0.01, 0.48, 0.02], [0.09, -0.02, -0.01], [0.14, 0.13, -0.23], [0.04, 0.35, -0.31], [-0.05, -0.12, 0.15], [0.20, 0.05, 0.30], [0.01, 0.08, 0.19]]
}

---

Copy entry 4 word for word.
{
  "formula": "C3H8N2O2",
  "method": "the ωB97M-V functional and the def2-TZVPD basis",
  "lumo_energy_ha": 0.0319,
  "spin_multiplicity": 1,
  "total_charge": 0,
  "relative_energy_ev": 1.038,
  "largest_force_ev_per_a": 0.3,
  "gap_ev": 10.3,
  "smiles": "N[C@@]1(O)NCCO1",
  "total_energy_ha": -379.10286,
  "species": ["O", "O", "N", "N", "C", "C", "C", "H", "H", "H", "H", "H", "H", "H", "H"],
  "coordinates": [[0.670263, 0.697998, 0.666200], [1.669960, -1.302157, 0.290055], [-0.390183, -0.743237, -0.781240], [-0.222632, -1.387981, 1.491516], [0.427006, -0.696846, 0.417319], [-0.465536, 0.598415, -1.338769], [-0.201956, 1.485013, -0.123112], [-1.293401, -1.143818, -0.562598], [2.176612, -0.759823, -0.327442], [-0.901974, -0.773898, 1.928697], [0.300727, 2.428080, -0.356264], [0.318666, 0.738644, -2.094101], [-1.430755, 0.781026, -1.818489], [-1.133496, 1.706645, 0.421520], [0.476701, -1.628062, 2.186709]],
  "atomic_forces_ev_per_a": [[0.07, -0.02, 0.04], [0.14, 0.08, -0.15], [-0.07, -0.04, 0.09], [0.05, 0.13, 0.15], [-0.18, -0.04, 0.02], [0.02, 0.16, -0.12], [-0.16, 0.15, -0.13], [0.11, 0.03, -0.03], [0.01, -0.14, 0.07], [0.04, -0.08, -0.05], [-0.08, -0.14, 0.03], [-0.11, 0.00, 0.10], [0.14, -0.03, 0.09], [0.12, -0.06, -0.05], [-0.10, -0.01, -0.05]]
}